Record 1
Entry from the Open Molecules 2025 dataset: an isolated ion of composition C6H8N4 and charge +2 (wB97M-V/def2-TZVPD).

The geometry in ORCA input format:
```
! wB97M-V def2-TZVPD RIJCOSX def2/J DEFGRID3
* xyz 2 1
C 0.422 -1.088 1.983
C -0.931 -0.628 1.950
C 2.495 -0.047 -0.645
C 0.222 -0.220 -0.406
C 1.069 -0.717 0.804
C -1.809 1.249 -1.075
N -1.506 0.133 1.006
N 2.347 -0.678 0.534
N 1.294 0.171 -1.290
N -1.068 0.420 -0.169
H 0.770 -1.509 2.928
H -1.613 -0.881 2.754
H 3.385 0.038 -1.281
H -0.164 -1.209 -0.725
H -2.342 1.949 -0.458
H -1.222 1.898 -1.856
H -2.701 0.766 -1.642
H 1.353 0.354 -2.413
*
```

The calculation puts the LUMO energy (spin up / spin down) at -11.89 / -11.89 eV. The highest occupied orbital energy (spin up / spin down) comes out at -19.5 / -19.5 eV. The calculation puts the energy at -12289.3748 eV. The energy above the lowest of the compared OMol25 structures with the same formula, charge and spin is 39.9 kcal per mole. For the HOMO-LUMO gap (spin up / spin down), the calculation gives 7.592 / 7.590 eV.

These are the Löwdin partial charges, in e, on atoms 1 to 2: 0.172 0.033

Record 2
Entry from the Open Molecules 2025 dataset: a 2-piece molecular cluster, C6H8N4O overall (wB97M-V/def2-TZVPD).

The geometry in ORCA input format:
```
! wB97M-V def2-TZVPD RIJCOSX def2/J DEFGRID3
* xyz 0 1
C -0.904 -1.075 2.426
C -0.997 -0.007 1.491
C -1.467 -1.533 -2.350
C 0.828 2.201 -0.433
C 1.916 1.091 -0.606
C 0.508 0.735 -0.282
N 0.315 -1.564 2.410
N 0.975 -0.840 1.528
N 0.157 0.029 0.793
N -2.232 -1.631 -3.231
O -0.504 -1.408 -1.727
H -1.676 -1.324 3.119
H -1.506 0.878 1.342
H 0.629 2.635 0.523
H 0.492 2.703 -1.355
H 2.157 0.859 -1.633
H 2.558 0.810 0.243
H 1.908 -0.970 1.271
H -3.159 -1.590 -3.527
*
```

The calculation puts the LUMO energy (spin up / spin down) at 0.74 / 0.74 eV. The highest occupied orbital energy (spin up / spin down) comes out at -6.3 / -6.3 eV. The calculation puts the energy at -14353.6371 eV. The energy above the lowest of the compared OMol25 structures with the same formula, charge and spin is 133.0 kcal per mole. For the HOMO-LUMO gap (spin up / spin down), the calculation gives 7.076 / 7.076 eV.

These are the Löwdin partial charges, in e, on atoms 1 to 2: -0.137 -0.053

Record 3
Entry from the Open Molecules 2025 dataset: an isolated ion of composition C6H8N6O and charge +2 (wB97M-V/def2-TZVPD).

The geometry in ORCA input format:
```
! wB97M-V def2-TZVPD RIJCOSX def2/J DEFGRID3
* xyz 2 3
C 2.053 -0.052 -0.088
C 1.332 -2.285 -0.058
C 0.799 0.815 -0.121
C -0.781 -0.933 -0.078
C -1.676 1.287 -0.038
C -2.825 0.237 0.013
N 2.135 -1.343 0.054
N 1.002 -3.433 -0.112
N 3.047 0.831 -0.059
N -0.442 0.425 0.000
N -2.072 -1.012 0.013
N 1.209 2.070 0.001
O 2.618 2.143 -0.105
H -1.479 1.944 -0.972
H -1.602 1.874 0.777
H -3.406 0.162 0.944
H -3.279 0.123 -0.972
H 1.117 -4.359 0.232
H 3.974 0.592 0.323
H -2.375 -1.961 -0.042
H 0.652 2.877 0.288
*
```

The expectation value of S² is 2.0227. The calculation puts the LUMO energy (spin up / spin down) at -7.36 / -12.36 eV. The highest occupied orbital energy (spin up / spin down) comes out at -15.3 / -17.4 eV. The calculation puts the energy at -17313.0789 eV. For the HOMO-LUMO gap (spin up / spin down), the calculation gives 7.924 / 4.987 eV.

These are the Löwdin partial charges, in e, on atoms 1 to 2: -0.181 -0.160

Record 4
Entry from the Open Molecules 2025 dataset: a 2-piece molecular cluster, C6H8N6O3 overall (wB97M-V/def2-TZVPD).

The geometry in ORCA input format:
```
! wB97M-V def2-TZVPD RIJCOSX def2/J DEFGRID3
* xyz 0 1
O -2.064 -1.375 0.874
N -2.151 -0.192 1.326
C -0.926 0.535 1.332
C 0.200 -0.218 1.054
N 1.381 0.467 0.992
N 2.607 -0.088 0.794
N 3.471 0.898 0.804
N 2.858 2.107 0.999
C 1.538 1.842 1.121
C 0.367 2.612 1.354
C -0.829 1.953 1.496
O -3.230 0.274 1.722
H 0.249 -1.297 0.916
H 0.518 3.685 1.408
H -1.751 2.481 1.718
C -0.471 -1.058 -2.772
N -0.722 -2.164 -1.874
O 0.641 -2.649 -1.631
H -1.392 -0.541 -3.039
H 0.241 -0.351 -2.331
H -0.030 -1.474 -3.683
H -1.042 -1.827 -0.957
H 0.538 -3.620 -1.623
*
```

The calculation puts the LUMO energy at -1.82 eV. The highest occupied orbital energy comes out at -9.5 eV. The calculation puts the energy at -21428.2336 eV. The energy above the lowest of the compared OMol25 structures with the same formula, charge and spin is 0.0 kcal per mole. For the HOMO-LUMO gap, the calculation gives 7.703 eV.

These are the Löwdin partial charges, in e, on atoms 1 to 2: 0.020 -0.300

Number 1: largest force on an atom 4.03 eV/A. Number 2: largest force on an atom 2.41 eV/A. Number 3: largest force on an atom 7.40 eV/A. Number 4: largest force on an atom 3.83 eV/A.